Below is a single C21H24N4O5 molecule at a distorted geometry, with properties calculated with ωB97M-V/def2-TZVPD.

CARTESIAN COORDINATES (ANGSTROEM)
1 O -0.8912 -3.1360 1.0753
2 C -0.7053 -2.0290 0.6083
3 N -1.6735 -1.2325 0.0835
4 C -3.0440 -1.4811 -0.0575
5 C -3.5893 -2.7502 0.0635
6 C -4.9332 -2.9575 -0.1937
7 C -5.7290 -1.9010 -0.5947
8 C -5.1990 -0.6252 -0.6887
9 C -3.8632 -0.3814 -0.3918
10 N -3.2530 0.8854 -0.4708
11 C -3.8313 1.9070 -1.3253
12 C -4.8577 2.7968 -0.6078
13 O -4.3232 3.3408 0.5781
14 C -3.8787 2.3176 1.4392
15 C -2.7806 1.4769 0.7769
16 C 0.6592 -1.4234 0.5685
17 C 1.7633 -2.2856 0.6377
18 C 3.0471 -1.8112 0.5878
19 C 3.3241 -0.4312 0.4792
20 N 4.5854 0.0221 0.2752
21 C 5.7697 -0.6593 0.7469
22 C 6.6462 -1.0817 -0.4363
23 O 6.9939 0.0452 -1.2053
24 C 5.8461 0.6997 -1.6837
25 C 4.9089 1.1610 -0.5529
26 C 2.2042 0.4345 0.5456
27 N 2.3267 1.8370 0.7786
28 O 1.3766 2.5441 0.4881
29 O 3.3434 2.2510 1.3078
30 C 0.9024 -0.0651 0.5497
31 H -1.3978 -0.3474 -0.3208
32 H -2.9499 -3.5701 0.3444
33 H -5.3493 -3.9484 -0.0985
34 H -6.7724 -2.0600 -0.8227
35 H -5.8431 0.1855 -0.9914
36 H -4.2790 1.4355 -2.2007
37 H -3.0022 2.5449 -1.6548
38 H -5.1286 3.6458 -1.2381
39 H -5.7669 2.2251 -0.3667
40 H -3.4954 2.8147 2.3315
41 H -4.7224 1.6654 1.7180
42 H -2.4646 0.6955 1.4688
43 H -1.9339 2.1339 0.5438
44 H 1.5711 -3.3455 0.7073
45 H 3.8637 -2.5153 0.5865
46 H 5.5047 -1.5127 1.3672
47 H 6.3380 0.0538 1.3576
48 H 7.5832 -1.5198 -0.0901
49 H 6.1077 -1.8132 -1.0594
50 H 6.1985 1.5620 -2.2510
51 H 5.2869 0.0273 -2.3549
52 H 4.0115 1.5709 -1.0153
53 H 5.3882 1.9414 0.0486
54 H 0.1068 0.6632 0.6094

Cartesian forces, eV/Å:
-0.020 -0.128 -0.011
0.070 0.148 0.009
-0.060 0.342 -0.122
-0.260 -0.107 0.062
0.067 -0.129 0.057
-0.085 0.105 -0.048
-0.091 -0.121 -0.008
0.088 0.081 0.020
-0.032 -0.291 0.044
0.211 0.010 -0.156
-0.140 0.282 -0.004
-0.001 -0.184 -0.247
0.069 0.144 -0.045
0.276 -0.262 0.108
-0.311 0.330 0.360
0.363 0.046 0.094
-0.200 0.133 0.018
0.001 0.057 0.058
-0.370 0.228 0.032
0.132 -0.034 -0.019
0.328 -0.224 -0.209
-0.093 -0.112 0.347
0.177 0.037 0.038
-0.380 0.241 -0.006
0.363 0.089 -0.394
-0.137 -1.280 -0.156
0.102 0.781 0.228
-0.038 0.201 -0.067
-0.080 0.105 0.086
0.046 -0.114 -0.016
0.036 -0.123 -0.012
0.036 -0.019 0.001
-0.026 -0.095 0.007
-0.085 -0.012 -0.017
-0.014 0.093 0.011
0.035 0.043 -0.021
-0.123 0.005 -0.060
-0.030 -0.101 -0.020
0.061 0.076 -0.041
-0.028 -0.095 0.010
0.072 0.054 0.009
0.069 0.030 -0.044
0.019 -0.051 0.100
0.008 -0.098 0.005
0.087 -0.036 -0.062
0.019 0.038 0.013
0.001 -0.116 0.035
-0.078 -0.041 0.006
0.044 0.035 0.060
-0.087 -0.028 -0.006
0.047 0.076 0.035
0.050 0.006 0.055
-0.069 -0.019 -0.101
-0.041 0.003 -0.014

Calculated values
relative energy (zero: lowest compared OMol25 entry of this formula, charge and spin)	5.014	eV
largest force on an atom	1.3	eV/Å
E_LUMO	-0.5053	eV
2S+1	1
SMILES string	O=C(Nc1ccccc1N1CCOCC1)c1ccc(N2CCOCC2)c([N+](=O)[O-])c1
HOMO-LUMO gap	7.452	eV
energy	-38361.2702	eV
HOMO energy	-7.957	eV

---

Below is a single C21H24O6 molecule, with properties calculated with ωB97M-V/def2-TZVPD.

CARTESIAN COORDINATES (ANGSTROEM)
1 C 2.6908 2.6421 1.1174
2 O 2.2811 1.4384 1.7265
3 C 1.9077 0.3618 0.9984
4 C 1.5613 -0.7718 1.7649
5 C 1.6660 -0.6944 3.2773
6 O 1.5846 -1.9566 3.8929
7 C 0.6562 0.3058 3.8822
8 C -0.7443 0.3209 3.2562
9 C -1.4915 -1.0012 3.4300
10 C -1.5534 1.4568 3.8822
11 C 1.1572 -1.9307 1.1346
12 C 1.0433 -2.0031 -0.2447
13 C 1.3588 -0.8898 -0.9941
14 C 1.7937 0.2984 -0.3918
15 C 2.1275 1.3810 -1.3782
16 O 3.2456 1.7435 -1.6237
17 O 1.0935 1.9227 -2.0391
18 C -0.2425 1.4991 -1.8103
19 C -0.6748 0.4114 -2.7635
20 C -1.8718 0.5441 -3.4593
21 C -2.2954 -0.4103 -4.3701
22 C -3.5818 -0.2448 -5.1195
23 C -1.4920 -1.5177 -4.6078
24 C -0.2956 -1.6759 -3.9304
25 O 0.4854 -2.7550 -4.1629
26 C 0.1064 -0.7141 -2.9914
27 O 1.3307 -0.9582 -2.3790
28 H 1.9063 3.0604 0.4792
29 H 2.8818 3.3270 1.9431
30 H 3.6010 2.5131 0.5285
31 H 2.6752 -0.3371 3.5170
32 H 0.6593 -2.2237 3.9228
33 H 0.5756 0.0773 4.9480
34 H 1.0786 1.3055 3.7882
35 H -0.6442 0.5197 2.1829
36 H -1.0545 -1.7860 2.8166
37 H -1.4895 -1.3097 4.4742
38 H -2.5277 -0.8853 3.1176
39 H -2.5391 1.5216 3.4267
40 H -1.6799 1.2875 4.9494
41 H -1.0491 2.4103 3.7444
42 H 0.9501 -2.8087 1.7268
43 H 0.7266 -2.9121 -0.7315
44 H -0.8548 2.3887 -1.9809
45 H -0.3716 1.1762 -0.7672
46 H -2.4802 1.4185 -3.2824
47 H -4.1340 -1.1815 -5.1432
48 H -4.2031 0.5211 -4.6636
49 H -3.3770 0.0472 -6.1490
50 H -1.7832 -2.2725 -5.3207
51 H 1.2865 -2.6598 -3.6235

Cartesian forces, eV/Å:
0.250 0.439 -0.087
-0.059 -0.391 0.103
-0.233 -0.376 -0.138
0.223 0.079 0.068
0.122 0.616 0.067
-0.167 -0.461 0.046
0.012 -0.090 -0.288
0.009 0.084 0.279
0.101 0.252 -0.166
0.125 -0.154 -0.233
0.062 0.196 0.013
0.017 0.189 -0.331
-0.051 -0.249 0.633
0.048 -0.076 -0.324
0.501 -0.049 0.055
-0.252 -0.073 -0.012
0.196 0.257 -0.221
-0.529 -0.160 0.220
0.323 -0.001 0.013
0.067 -0.069 0.068
0.082 -0.051 0.080
0.047 0.006 -0.061
0.181 -0.001 0.118
0.108 0.376 0.345
0.150 -0.129 0.015
-0.369 -0.138 -0.206
-0.005 0.250 -0.109
0.008 -0.015 0.053
-0.055 -0.011 -0.088
-0.123 -0.010 0.095
-0.161 -0.008 -0.025
0.046 -0.016 0.064
0.024 0.010 0.056
-0.005 0.006 0.065
-0.003 0.007 0.033
0.014 -0.175 -0.042
-0.014 -0.070 0.151
-0.101 -0.080 -0.027
-0.132 0.039 -0.006
-0.039 0.008 0.160
0.031 0.138 0.023
-0.005 -0.033 0.084
-0.008 -0.089 -0.098
0.058 -0.171 0.061
0.014 0.158 -0.209
-0.079 0.135 0.009
-0.103 -0.033 -0.020
-0.086 0.037 -0.001
-0.071 0.030 -0.086
-0.046 -0.127 -0.110
-0.127 -0.011 -0.088

Calculated values
relative energy (zero: lowest compared OMol25 entry of this formula, charge and spin)	1.204	eV
largest force on an atom	0.7	eV/Å
E_LUMO	0.5276	eV
2S+1	1
SMILES string	COc1c([C@H](O)CC(C)C)ccc2c1C(=O)OCc1cc(C)cc(O)c1O2
HOMO-LUMO gap	9.162	eV
energy	-34451.1292	eV
HOMO energy	-8.635	eV

---

Below is a single C21H24O6 molecule, with properties calculated with ωB97M-V/def2-TZVPD.

CARTESIAN COORDINATES (ANGSTROEM)
1 C 1.4132 1.5984 2.7454
2 O 1.0847 2.5711 1.7851
3 C -0.0400 2.3869 1.0229
4 C -0.9276 1.3317 1.1207
5 C -2.0535 1.2762 0.3010
6 C -3.0090 0.1206 0.4036
7 C -2.4059 -1.1660 -0.1955
8 C -3.5008 -2.2210 -0.2727
9 O -3.9440 -2.8714 0.6285
10 O -3.9449 -2.3238 -1.5339
11 C -3.2558 -1.4305 -2.3980
12 C -1.9767 -1.0173 -1.6551
13 C -0.8103 -1.9585 -1.9973
14 C 0.3640 -1.7393 -1.0847
15 C 0.6947 -2.6722 -0.1212
16 C 1.7583 -2.4547 0.7457
17 C 2.5065 -1.2959 0.6589
18 O 3.5649 -0.9799 1.4616
19 C 3.9870 -1.9266 2.4093
20 C 2.1778 -0.3330 -0.3239
21 O 2.9649 0.7765 -0.3371
22 C 2.7537 1.7384 -1.3390
23 C 1.1139 -0.5677 -1.1758
24 C -2.2646 2.2819 -0.6266
25 C -1.3766 3.3397 -0.7438
26 C -0.2652 3.4024 0.0749
27 O 0.6102 4.4378 -0.0354
28 H 1.5733 0.6217 2.2832
29 H 0.6371 1.5227 3.5138
30 H 2.3435 1.9355 3.1979
31 H -0.7639 0.5436 1.8397
32 H -3.2592 -0.0795 1.4476
33 H -3.9343 0.3686 -0.1216
34 H -1.5889 -1.5095 0.4418
35 H -3.9048 -0.5719 -2.6021
36 H -3.0601 -1.9566 -3.3344
37 H -1.6985 0.0113 -1.8881
38 H -0.5147 -1.7883 -3.0339
39 H -1.1508 -2.9924 -1.9039
40 H 0.1249 -3.5859 -0.0328
41 H 1.9909 -3.2039 1.4845
42 H 3.2152 -2.1207 3.1625
43 H 4.2769 -2.8712 1.9368
44 H 4.8565 -1.4857 2.8951
45 H 1.7565 2.1851 -1.2718
46 H 3.5055 2.5078 -1.1675
47 H 2.8935 1.3141 -2.3393
48 H 0.8526 0.1603 -1.9278
49 H -3.1355 2.2543 -1.2645
50 H -1.5364 4.1287 -1.4612
51 H 1.3017 4.3081 0.6286

Cartesian forces, eV/Å:
0.099 -0.263 0.250
-0.341 0.337 -0.539
0.100 0.167 -0.052
0.093 0.075 0.081
-0.196 0.090 -0.030
0.156 -0.110 0.008
-0.180 0.091 -0.186
0.488 0.081 0.625
-0.113 -0.038 -0.036
-0.426 -0.403 -0.173
0.241 0.492 -0.255
-0.054 -0.220 -0.052
-0.063 0.207 0.177
0.057 -0.326 -0.019
-0.087 0.080 -0.186
0.221 0.153 0.149
0.115 0.116 0.010
-0.238 0.220 -0.371
0.076 -0.172 0.184
0.144 0.052 0.121
-0.031 -0.460 0.319
-0.095 0.231 -0.235
0.181 0.101 0.058
0.023 -0.075 0.115
0.340 0.117 0.126
-0.024 -0.191 0.132
0.048 0.013 0.023
-0.010 0.020 0.006
0.017 0.009 -0.036
-0.048 -0.079 0.017
0.073 -0.090 0.114
-0.101 0.003 -0.047
-0.041 0.024 0.046
-0.144 -0.030 -0.036
0.036 -0.091 -0.009
0.003 0.055 0.062
-0.010 -0.041 -0.009
-0.034 -0.081 -0.085
0.019 -0.051 -0.073
-0.071 -0.081 -0.018
0.078 -0.051 0.108
0.013 -0.012 -0.046
-0.033 0.042 0.020
-0.056 -0.083 -0.004
0.038 -0.027 -0.008
-0.087 -0.022 -0.058
-0.013 -0.001 0.045
0.002 0.152 -0.082
-0.128 -0.035 -0.061
-0.008 0.111 -0.084
-0.029 -0.003 -0.006

Calculated values
relative energy (zero: lowest compared OMol25 entry of this formula, charge and spin)	1.078	eV
largest force on an atom	0.8	eV/Å
E_LUMO	0.6454	eV
2S+1	1
SMILES string	COc1cc(C[C@H]2C(=O)OC[C@@H]2Cc2ccc(OC)c(OC)c2)ccc1O
HOMO-LUMO gap	8.795	eV
energy	-34451.2545	eV
HOMO energy	-8.149	eV

---

Below is a molecular structure, C21H25BCaN4O2SSi, with properties calculated with ωB97M-V/def2-TZVPD.

CARTESIAN COORDINATES (ANGSTROEM)
1 Ca -1.0573 0.6645 0.0817
2 C -4.0693 0.6223 2.7596
3 C -2.6516 0.5817 3.2587
4 C -2.3706 0.2485 4.5673
5 C -1.0308 0.2158 4.9601
6 C -0.0364 0.5080 4.0617
7 C -0.3730 0.8737 2.7352
8 N -1.6919 0.9069 2.3818
9 N 0.5169 1.1265 1.7468
10 Si 1.9664 2.0294 1.9069
11 C 2.7254 2.1057 0.1880
12 C 1.6278 3.7817 2.5041
13 C 3.2782 1.3127 3.0555
14 H -4.6108 -0.2750 3.0591
15 H -4.0983 0.6905 1.6728
16 H -4.6026 1.4827 3.1681
17 H -3.1668 0.0033 5.2557
18 H -0.7719 -0.0636 5.9745
19 H 1.0034 0.4326 4.3421
20 H 2.0855 2.6403 -0.5176
21 H 2.8928 1.0997 -0.2054
22 H 3.6896 2.6187 0.2053
23 H 0.9193 4.3090 1.8615
24 H 2.5585 4.3554 2.5185
25 H 1.2209 3.7894 3.5180
26 H 3.5249 0.2813 2.7944
27 H 2.9877 1.3330 4.1070
28 H 4.1957 1.9026 2.9712
29 O -1.8158 -2.7682 0.4021
30 B -1.5605 -1.8370 -0.6426
31 O -1.5188 -2.5872 -1.8515
32 C -1.7376 -3.8990 -1.5327
33 C -1.7896 -4.9981 -2.3623
34 C -2.0300 -6.2317 -1.7594
35 C -2.2095 -6.3411 -0.3854
36 C -2.1569 -5.2223 0.4442
37 C -1.9182 -4.0075 -0.1618
38 H -1.6526 -4.9025 -3.4310
39 H -2.0787 -7.1212 -2.3739
40 H -2.3942 -7.3145 0.0497
41 H -2.2955 -5.2956 1.5142
42 N 2.5666 0.8772 -6.3244
43 C 2.3606 1.9689 -5.5730
44 S 2.9684 3.4387 -5.9649
45 C 1.5290 1.7464 -4.3412
46 C 0.9358 2.8315 -3.7029
47 C 0.1769 2.6142 -2.5723
48 N -0.0244 1.4027 -2.0427
49 C 0.5422 0.3623 -2.6534
50 C 1.3236 0.4877 -3.7912
51 H 3.1078 0.9680 -7.1672
52 H 2.1023 0.0046 -6.1466
53 H 1.0761 3.8285 -4.0931
54 H -0.2838 3.4506 -2.0598
55 H 0.3493 -0.6162 -2.2243
56 H 1.7658 -0.4165 -4.1852

Cartesian forces, eV/Å:
0.099 -0.101 0.246
-0.044 -0.042 -0.013
-0.078 0.061 0.060
0.042 0.006 -0.015
-0.007 0.012 -0.050
-0.028 0.066 0.091
0.128 -0.094 0.121
0.000 -0.120 -0.137
-0.226 0.290 -0.049
0.059 -0.154 -0.041
0.014 0.025 0.047
0.042 -0.035 -0.013
0.030 0.031 -0.051
-0.003 0.010 0.009
0.021 -0.008 0.004
0.023 0.013 0.004
-0.011 -0.002 -0.008
-0.001 -0.002 0.002
0.014 0.022 -0.018
-0.009 0.009 0.014
-0.002 -0.014 0.003
0.007 -0.001 0.006
-0.001 -0.029 -0.032
-0.013 0.025 0.017
-0.006 -0.035 0.008
-0.031 -0.013 -0.011
-0.038 0.015 0.002
0.002 -0.006 -0.020
-0.040 0.007 0.008
0.018 -0.013 0.106
0.051 0.084 -0.093
-0.032 -0.089 0.064
0.007 0.065 0.020
-0.004 -0.033 -0.017
-0.006 -0.033 0.015
0.008 0.075 -0.012
-0.003 -0.078 -0.081
0.003 0.002 -0.003
-0.001 -0.001 0.001
0.000 -0.001 -0.001
0.000 -0.003 0.004
0.001 -0.041 0.008
-0.134 -0.103 0.037
0.094 0.071 -0.010
0.050 0.048 -0.029
-0.040 -0.035 -0.017
0.039 0.038 0.010
-0.007 0.101 -0.178
0.006 -0.041 -0.058
-0.026 -0.038 0.108
0.008 0.037 -0.002
-0.028 0.002 0.003
0.010 0.003 -0.005
-0.004 -0.005 0.004
-0.008 0.006 0.015
0.056 0.044 -0.076

Calculated values
relative energy (zero: lowest compared OMol25 entry of this formula, charge and spin)	0.000	eV
largest force on an atom	0.4	eV/Å
E_LUMO	-1.0897	eV
2S+1	1
HOMO-LUMO gap	6.388	eV
energy	-70071.1335	eV
HOMO energy	-7.478	eV

---

Question: Which of these has the highest energy?
Answer: number 2